(P)
# C8H12O2

A 2-piece molecular cluster, C8H12O2 overall (the ωB97M-V functional and the def2-TZVPD basis, the Open Molecules 2025 dataset).

Each line ends with the natural charge from an NBO analysis.
Cartesian coordinates (Å):
C  0.888  2.162  3.523  -0.249
O  0.307  0.997  2.934  -0.722
H  0.723  0.878  2.069  0.467
H  0.465  3.068  3.094  0.160
H  1.976  2.161  3.401  0.164
H  0.629  2.129  4.579  0.183
C  1.385  1.856  -0.528  -0.628
C  -1.457  -0.676  -0.358  -0.263
C  -1.009  -1.652  -1.237  0.303
C  -0.667  0.447  -0.167  -0.188
C  0.582  0.599  -0.753  -0.071
C  0.218  -1.514  -1.862  -0.291
C  1.033  -0.424  -1.580  -0.183
O  -1.818  -2.740  -1.440  -0.670
H  -2.371  -0.877  0.178  0.229
H  -1.067  1.255  0.435  0.215
H  0.567  -2.259  -2.571  0.208
H  -1.324  -3.431  -1.886  0.478
H  1.894  2.166  -1.441  0.221
H  2.146  1.706  0.235  0.208
H  2.024  -0.385  -2.012  0.210
H  0.722  2.661  -0.213  0.217

Output
structure (SMILES)	Cc1ccc(O)cc1.CO
lowest unoccupied orbital energy	0.9	eV
HOMO level	-8.53	eV

***

(Q)
# C8H12O2

A 2-piece molecular cluster, C8H12O2 overall (the ωB97M-V functional and the def2-TZVPD basis, the Open Molecules 2025 dataset).

Each line ends with the natural charge from an NBO analysis.
Cartesian coordinates (Å):
C  1.585  1.040  3.034  -0.253
O  0.454  1.305  3.893  -0.733
H  0.089  2.168  3.687  0.466
H  1.297  0.177  2.432  0.180
H  2.419  0.789  3.688  0.173
H  1.888  1.924  2.473  0.168
C  1.350  1.956  -1.040  -0.624
C  -1.622  -0.374  -1.623  -0.250
C  -1.135  -1.543  -1.076  0.282
C  -0.842  0.791  -1.564  -0.197
C  0.436  0.755  -1.048  -0.044
C  0.114  -1.587  -0.461  -0.268
C  0.885  -0.438  -0.468  -0.188
O  -1.907  -2.692  -1.224  -0.701
H  -2.602  -0.384  -2.072  0.225
H  -1.268  1.671  -2.042  0.211
H  0.506  -2.488  -0.010  0.219
H  -2.091  -3.100  -0.368  0.481
H  1.971  2.003  -0.152  0.212
H  0.769  2.888  -1.046  0.214
H  1.879  -0.431  -0.040  0.206
H  1.936  1.929  -1.942  0.221

Output
structure (SMILES)	Cc1ccc(O)cc1.CO
lowest unoccupied orbital energy	0.8	eV
HOMO level	-8.74	eV

***

(R)
# C8H12O2

A 2-piece molecular cluster, C8H12O2 overall (the ωB97M-V functional and the def2-TZVPD basis, the Open Molecules 2025 dataset).

Each line ends with the natural charge from an NBO analysis.
Cartesian coordinates (Å):
C  0.517  2.674  -0.921  -0.630
C  1.088  -0.983  0.281  -0.251
C  1.164  -0.673  1.655  0.272
C  0.961  0.082  -0.622  -0.206
C  0.895  1.422  -0.171  -0.040
C  1.289  0.565  2.129  -0.269
C  1.170  1.611  1.182  -0.184
O  1.106  -1.781  2.506  -0.721
H  1.195  -2.038  -0.094  0.245
H  0.775  0.057  -1.689  0.213
H  1.535  0.884  3.066  0.224
H  2.053  -2.159  2.792  0.484
H  -0.477  2.271  -1.201  0.225
H  1.152  2.905  -1.748  0.221
H  1.023  2.706  1.488  0.198
H  0.446  3.580  -0.286  0.219
C  -2.895  -1.925  -1.652  -0.232
O  -1.786  -2.127  -0.846  -0.733
H  -1.671  -1.372  -0.163  0.477
H  -3.719  -2.006  -1.019  0.163
H  -2.949  -2.744  -2.503  0.173
H  -2.870  -0.950  -2.185  0.154

Output
structure (SMILES)	Cc1ccc(O)cc1.CO
lowest unoccupied orbital energy	0.8	eV
HOMO level	-8.84	eV

***

The data favor (P); the next most stable structure lies 22.6 kJ/mol above it.

***

(P)
# C8H12O2

A 2-piece molecular cluster, C8H12O2 overall (the ωB97M-V functional and the def2-TZVPD basis, the Open Molecules 2025 dataset).

Each line ends with the natural charge from an NBO analysis.
Cartesian coordinates (Å):
C  0.191  -1.391  -0.401  -0.074
C  1.490  -1.019  -0.922  -0.151
C  -0.891  -1.647  0.049  0.052
C  3.207  0.219  0.145  0.800
C  -2.174  -2.029  0.588  -0.691
C  3.554  1.595  0.652  -0.713
C  -2.538  1.467  -0.659  -0.370
C  -3.578  1.213  0.111  -0.402
O  3.954  -0.723  0.131  -0.599
O  1.955  0.196  -0.319  -0.500
H  2.221  -1.813  -0.721  0.242
H  -2.847  -2.316  -0.219  0.235
H  -2.609  -1.189  1.129  0.246
H  -2.059  -2.873  1.271  0.235
H  2.686  2.051  1.120  0.235
H  3.855  2.207  -0.196  0.240
H  4.382  1.530  1.351  0.236
H  -2.363  0.936  -1.580  0.194
H  -1.808  2.216  -0.401  0.193
H  1.430  -0.847  -2.004  0.209
H  -4.312  0.469  -0.155  0.190
H  -3.748  1.748  1.031  0.193

Output
structure (SMILES)	CC#CCOC(C)=O.C=C
lowest unoccupied orbital energy	0.9	eV
HOMO level	-9.62	eV

***

(Q)
# C8H12O2

A 2-piece molecular cluster, C8H12O2 overall (the ωB97M-V functional and the def2-TZVPD basis, the Open Molecules 2025 dataset).

Each line ends with the natural charge from an NBO analysis.
Cartesian coordinates (Å):
C  0.795  0.346  -0.103  -0.125
C  -1.834  -1.580  1.234  -0.766
C  -0.191  1.212  -0.916  -0.416
C  -0.875  -0.024  -1.533  -0.543
C  2.158  0.204  -0.774  -0.604
C  0.965  0.650  1.379  -0.612
C  -0.158  -0.955  -0.562  0.651
C  -2.238  -0.344  1.413  0.724
O  0.155  -2.114  -0.667  -0.566
O  -2.594  0.767  1.443  -0.464
H  -1.226  -2.036  2.000  0.276
H  -2.376  -2.251  0.579  0.282
H  -0.850  1.808  -0.291  0.218
H  0.283  1.873  -1.641  0.209
H  -1.963  -0.054  -1.457  0.224
H  -0.607  -0.227  -2.569  0.239
H  2.054  -0.028  -1.827  0.210
H  2.724  -0.595  -0.319  0.220
H  2.724  1.136  -0.647  0.209
H  1.632  1.506  1.522  0.211
H  0.021  0.921  1.854  0.205
H  1.401  -0.216  1.884  0.216

Output
structure (SMILES)	CC1(C)CCC1=O.C=C=O
lowest unoccupied orbital energy	0.8	eV
HOMO level	-8.78	eV

***

The data favor (Q); the next most stable structure lies 11.1 kJ/mol above it.

***

(P)
# C6H7B

A 2-piece molecular cluster, C6H7B overall (the ωB97M-V functional and the def2-TZVPD basis, the Open Molecules 2025 dataset).

Each line ends with the natural charge from an NBO analysis.
Cartesian coordinates (Å):
B  -2.874  -0.451  0.254  0.555
C  2.222  0.144  0.235  -0.211
C  1.579  -1.131  -0.013  -0.250
C  1.375  1.206  -0.113  -0.239
C  0.290  -0.899  -0.418  -0.187
C  0.053  0.625  -0.424  -0.192
C  -1.167  1.071  -0.463  -0.247
H  -2.854  -0.256  1.359  -0.138
H  -3.516  -1.127  -0.462  -0.115
H  3.204  0.188  0.823  0.219
H  1.984  -2.081  0.049  0.211
H  1.618  2.282  -0.147  0.224
H  -0.407  -1.638  -0.443  0.190
H  -1.508  2.067  -0.237  0.180

Output
lowest unoccupied orbital energy	-0.6	eV
HOMO level	-8.17	eV

***

(Q)
# C6H7B

One molecule with the formula C6H7B (the ωB97M-V functional and the def2-TZVPD basis, the Open Molecules 2025 dataset).

Each line ends with the natural charge from an NBO analysis.
Cartesian coordinates (Å):
B  1.085  1.115  0.760  0.580
C  -0.108  1.518  -0.166  -0.558
C  -0.861  0.799  -1.036  -0.107
C  -1.008  -0.692  -1.284  -0.272
C  -1.064  -1.607  -0.325  -0.041
C  0.828  -0.592  1.029  -0.745
C  -0.540  -1.308  0.880  -0.082
H  2.252  1.483  0.745  -0.046
H  -0.019  2.587  -0.305  0.204
H  -1.186  1.419  -1.782  0.195
H  -1.161  -1.068  -2.262  0.204
H  1.321  -0.995  1.810  0.224
H  1.490  -0.896  0.288  0.253
H  -1.029  -1.763  1.648  0.191

Output
structure (SMILES)	B1C=CC=C=CC1
lowest unoccupied orbital energy (alpha / beta)	-0.6 / -0.6	eV
HOMO level (alpha / beta)	-8.59 / -8.59	eV

***

The data favor (Q); the next most stable structure lies 48.2 kJ/mol above it.

***

(P)
# C20H26N4O2S

One molecule with the formula C20H26N4O2S (the ωB97M-V functional and the def2-TZVPD basis, the Open Molecules 2025 dataset).

Each line ends with the natural charge from an NBO analysis.
Cartesian coordinates (Å):
C  -2.899  -2.757  -1.788  -0.635
H  -2.465  -2.372  -2.709  0.194
H  -2.688  -2.066  -0.976  0.206
H  -2.421  -3.706  -1.558  0.214
C  -4.411  -2.971  -1.944  -0.193
N  -5.198  -1.842  -2.377  -0.470
C  -5.054  -1.448  -3.760  -0.205
H  -4.784  -2.344  -4.326  0.200
H  -4.250  -0.708  -3.920  0.147
C  -6.362  -0.897  -4.325  -0.613
H  -7.165  -1.607  -4.149  0.214
H  -6.263  -0.735  -5.396  0.210
H  -6.629  0.047  -3.858  0.199
C  -5.460  -0.797  -1.413  -0.219
H  -6.527  -0.539  -1.464  0.191
H  -5.265  -1.200  -0.419  0.210
C  -4.693  0.538  -1.551  -0.251
N  -3.263  0.418  -1.444  -0.614
C  -2.602  0.652  -0.286  0.644
O  -3.154  1.029  0.733  -0.624
C  -1.147  0.442  -0.335  -0.291
C  -0.300  0.640  0.714  -0.143
C  1.049  0.366  0.387  -0.193
C  1.168  -0.036  -0.951  -0.013
N  2.463  -0.264  -1.218  -0.172
N  3.199  -0.031  -0.123  -0.268
C  2.390  0.347  0.862  0.210
C  2.908  0.672  2.178  -0.062
C  2.061  0.846  3.268  -0.230
C  2.594  1.157  4.507  -0.184
C  3.956  1.295  4.673  -0.280
C  4.816  1.116  3.586  0.388
C  4.288  0.806  2.343  -0.310
H  4.909  0.659  1.475  0.235
O  6.144  1.270  3.849  -0.511
C  7.059  1.102  2.794  -0.253
H  8.044  1.265  3.228  0.199
H  7.009  0.091  2.377  0.177
H  6.889  1.832  1.996  0.176
H  4.384  1.539  5.632  0.222
H  1.938  1.292  5.354  0.215
H  0.997  0.727  3.153  0.209
C  3.065  -0.696  -2.444  -0.408
H  4.137  -0.776  -2.274  0.239
H  2.667  -1.668  -2.743  0.208
H  2.871  0.026  -3.240  0.208
S  -0.318  -0.095  -1.804  0.369
H  -0.668  0.978  1.665  0.250
H  -2.761  0.045  -2.234  0.393
H  -4.934  1.021  -2.501  0.194
H  -5.014  1.186  -0.731  0.242
H  -4.577  -3.774  -2.669  0.187
H  -4.818  -3.307  -0.986  0.193

Output
structure (SMILES)	CCN(CC)CCNC(=O)c1cc2c(-c3cccc(OC)c3)nn(C)c2s1
lowest unoccupied orbital energy	0.4	eV
HOMO level	-8.03	eV

***

(Q)
# C20H26N4O2S

One molecule with the formula C20H26N4O2S (the ωB97M-V functional and the def2-TZVPD basis, the Open Molecules 2025 dataset).

Each line ends with the natural charge from an NBO analysis.
Cartesian coordinates (Å):
C  6.050  0.023  -1.180  -0.627
C  4.759  0.509  -0.592  0.014
C  4.469  1.865  -0.558  -0.247
C  3.288  2.334  0.006  0.019
C  2.393  1.423  0.540  -0.288
C  2.672  0.058  0.514  0.255
C  3.855  -0.396  -0.054  -0.286
H  4.065  -1.452  -0.074  0.247
N  1.716  -0.792  1.077  -0.657
C  1.684  -2.142  1.091  0.666
O  2.527  -2.891  0.649  -0.610
C  0.415  -2.679  1.757  -0.609
H  0.167  -2.138  2.668  0.250
H  0.540  -3.743  1.955  0.256
S  -1.026  -2.575  0.638  0.312
C  -1.516  -0.938  0.924  0.187
N  -0.892  -0.054  1.662  -0.375
N  -1.622  1.075  1.659  -0.303
C  -2.681  0.879  0.926  0.351
N  -2.670  -0.402  0.421  -0.379
C  -3.545  -1.034  -0.523  -0.233
H  -3.607  -2.095  -0.266  0.230
H  -4.538  -0.584  -0.459  0.217
C  -3.012  -0.925  -1.969  0.095
O  -1.759  -1.578  -2.076  -0.532
C  -0.762  -0.645  -2.450  -0.067
C  -1.499  0.432  -3.241  -0.425
H  -0.958  1.374  -3.269  0.222
C  -2.812  0.519  -2.464  -0.441
H  -3.648  0.857  -3.073  0.223
H  -2.695  1.199  -1.620  0.211
H  -1.680  0.088  -4.259  0.206
H  -0.007  -1.182  -3.024  0.202
H  -0.283  -0.213  -1.558  0.168
H  -3.722  -1.467  -2.611  0.185
C  -3.732  1.871  0.700  -0.300
C  -3.950  2.925  1.754  -0.391
C  -3.325  3.303  0.456  -0.395
H  -2.267  3.516  0.454  0.232
H  -3.900  3.876  -0.256  0.217
H  -3.312  2.878  2.621  0.239
H  -4.965  3.233  1.953  0.217
H  -4.600  1.501  0.169  0.226
H  0.897  -0.315  1.471  0.440
H  1.469  1.765  0.985  0.211
C  3.001  3.806  0.035  -0.629
H  3.745  4.323  0.640  0.219
H  2.018  4.002  0.456  0.213
H  3.042  4.223  -0.970  0.216
H  5.173  2.572  -0.975  0.199
H  5.965  -1.013  -1.496  0.218
H  6.342  0.632  -2.033  0.213
H  6.844  0.086  -0.435  0.220

Output
structure (SMILES)	Cc1cc(C)cc(NC(=O)CSc2nnc(C3CC3)n2C[C@H]2CCCO2)c1
lowest unoccupied orbital energy	0.6	eV
HOMO level	-7.98	eV

***

The data favor (Q); the next most stable structure lies 56.2 kJ/mol above it.